Record 1
A 11-piece molecular cluster, C9H40O11 overall in a non-equilibrium geometry. Source: OMol25; level of theory: wB97M-V/def2-TZVPD.

As for the energy: -1194.416438 Eh. The energy above the lowest of the compared OMol25 structures with the same formula, charge and spin comes out at 3.9906 eV. The calculation puts the HOMO-LUMO gap at 9.55 eV. As for the SMILES: CCO.CCO.CO.CO.CO.CO.CO.O.O.O.O. The value obtained for the HOMO energy is -9.50 eV. As for the net charge: 0.

CARTESIAN COORDINATES (ANGSTROEM)
1 C 4.2617 1.5435 -0.7403
2 C 3.4659 0.8289 -1.7934
3 O 3.8032 1.1884 -3.1370
4 H 4.0463 2.6171 -0.7897
5 H 5.3333 1.5141 -0.9583
6 H 4.0889 1.2196 0.2839
7 H 2.3947 1.0367 -1.7256
8 H 3.5449 -0.2532 -1.6424
9 H 4.3892 0.5127 -3.4868
10 C -1.6687 0.6290 3.1423
11 C -2.4380 1.0269 4.3846
12 O -2.4959 2.4468 4.4724
13 H -0.5857 0.5404 3.2708
14 H -1.8064 1.3127 2.3038
15 H -1.9511 -0.3687 2.7969
16 H -1.9067 0.6548 5.2696
17 H -3.4208 0.5486 4.3981
18 H -2.9275 2.6773 5.2997
19 C -0.5488 -4.4320 0.3552
20 O -1.6769 -5.2615 0.1616
21 H -0.6589 -3.3627 0.1471
22 H -0.3284 -4.4993 1.4198
23 H 0.2911 -4.7680 -0.2571
24 H -1.9161 -5.2836 -0.7694
25 C 0.1424 -0.5008 -0.0698
26 O 1.4476 -1.0157 0.1489
27 H 0.0522 0.5075 0.3455
28 H -0.0952 -0.3980 -1.1288
29 H -0.6024 -1.1727 0.3603
30 H 1.6321 -0.9989 1.1008
31 C -3.9840 -2.2513 0.0305
32 O -4.0605 -1.3136 1.0832
33 H -4.8383 -2.2186 -0.6518
34 H -3.0738 -2.0611 -0.5480
35 H -3.8923 -3.2701 0.4076
36 H -3.6303 -0.4916 0.7903
37 C -0.3722 1.9854 -3.1931
38 O -1.1538 2.3237 -2.0418
39 H 0.6857 1.9685 -2.9414
40 H -0.7116 1.0382 -3.6194
41 H -0.4992 2.7327 -3.9810
42 H -1.8612 2.8905 -2.3629
43 C 1.1430 3.7240 0.2235
44 O 1.3639 5.1425 0.2127
45 H 0.0923 3.4793 0.3448
46 H 1.5725 3.3206 -0.6975
47 H 1.7330 3.2888 1.0383
48 H 2.0423 5.3106 -0.4421
49 O 2.0167 -2.9474 -1.7411
50 H 1.8575 -2.2601 -1.0487
51 H 2.9214 -2.7977 -2.0317
52 O 2.4260 -0.4359 2.7497
53 H 3.0929 -1.1040 2.9518
54 H 2.3910 0.1241 3.5336
55 O -2.8610 0.7230 -0.3485
56 H -3.7038 1.1637 -0.5142
57 H -2.2201 1.1765 -0.9280
58 O -0.4524 -2.7662 -3.0688
59 H 0.4261 -2.8943 -2.6499
60 H -0.3156 -2.0704 -3.7184

Atom charges from the Löwdin analysis, given in e for atoms 1 to 4: C -0.081; C -0.325; O -0.075; H 0.067

=====

Record 2
A 13-piece molecular cluster, C9H43BNO15S overall in a non-equilibrium geometry. Source: OMol25; level of theory: wB97M-V/def2-TZVPD.

As for the energy: -1974.955844 Eh. The calculation puts the HOMO-LUMO gap (alpha / beta) at 8.89 / 8.93 eV. The value obtained for the HOMO energy (alpha / beta) is -8.92 / -9.08 eV. As for the net charge: 0. As for the spin multiplicity: 2.

CARTESIAN COORDINATES (ANGSTROEM)
1 C -3.5939 3.2188 0.1881
2 C -2.1467 2.3901 0.3152
3 C -2.5455 0.8681 0.7716
4 C -1.4246 2.5204 -1.1469
5 C 0.0482 1.8206 -1.0835
6 S 1.1644 2.7866 -2.2940
7 B 0.0769 0.2435 -1.6440
8 O -1.2070 -0.4625 -1.9833
9 O 1.3169 -0.5604 -1.7980
10 C 0.7894 1.8193 0.3649
11 C 0.0296 2.5685 1.5906
12 C 0.0633 1.5487 2.9015
13 C 1.0128 3.8476 2.0349
14 N -1.3147 3.1702 1.3004
15 O -2.0370 3.2088 2.4507
16 H -4.1002 3.0800 -0.8698
17 H -3.3545 4.3754 0.2765
18 H -4.3379 2.9110 1.0668
19 H -3.2965 0.8765 1.6986
20 H -3.1889 0.4115 -0.1233
21 H -1.6420 0.1356 0.9160
22 H -2.0946 1.9968 -1.9529
23 H -1.2758 3.6418 -1.5203
24 H 2.0215 1.7684 -2.8065
25 H -1.4845 -1.0241 -1.1768
26 H 1.6682 -0.8382 -0.8804
27 H 1.0395 0.7166 0.7110
28 H 1.8507 2.3409 0.2071
29 H -0.1755 2.1016 3.9051
30 H -0.5713 0.5762 2.7621
31 H 1.1985 1.1891 2.9767
32 H 0.2609 4.6871 2.4284
33 H 1.6968 3.5842 2.9514
34 H 1.5962 4.3096 1.1315
35 O 2.4879 -0.4446 4.1123
36 H 3.2364 -0.2846 4.7064
37 H 2.2025 -1.3441 4.3322
38 O 1.6895 4.3289 -5.6649
39 H 1.5239 3.7190 -4.9305
40 H 1.2407 5.1449 -5.3973
41 O -0.6005 -3.1794 -3.6757
42 H -0.1725 -2.3896 -3.3127
43 H -0.2653 -3.9019 -3.1239
44 O -1.3249 -3.3070 -0.3682
45 H -1.3454 -4.2748 -0.3257
46 H -1.7193 -3.1020 -1.2292
47 O 0.5182 2.1794 6.0585
48 H 0.3526 1.5695 6.7930
49 H 0.0694 2.9955 6.3261
50 O 1.2353 -3.3281 0.9776
51 H 0.4619 -3.2395 0.4007
52 H 1.7481 -4.0440 0.5733
53 O -0.8492 -5.6891 -5.3032
54 H -1.1912 -5.1839 -6.0560
55 H -0.9114 -5.0714 -4.5591
56 O 1.9078 -4.6467 -4.7370
57 H 1.3792 -5.2362 -5.2955
58 H 1.7299 -3.7638 -5.0944
59 O -3.1965 -2.4286 -2.6422
60 H -2.3109 -2.4522 -3.0346
61 H -3.7903 -2.3872 -3.4068
62 O 0.5342 -0.0725 8.1467
63 H 0.0920 -0.6439 7.5011
64 H 1.4280 -0.4410 8.2120
65 O 3.5579 0.1321 0.2322
66 H 4.0197 0.9721 0.3737
67 H 3.8083 -0.4048 0.9990
68 O 1.9371 -5.1035 -1.4233
69 H 2.0306 -4.5932 -2.2417
70 H 2.4439 -5.9119 -1.5923

Atom charges from the Löwdin analysis, given in e for atoms 1 to 4: C -0.069; C -0.422; C -0.038; C -0.127

=====

Record 3
C9H56NO22V as an isolated structure in a non-equilibrium geometry. Source: OMol25; level of theory: wB97M-V/def2-TZVPD.

As for the energy: -3030.401529 Eh. The energy above the lowest of the compared OMol25 structures with the same formula, charge and spin comes out at 0.0000 eV. The calculation puts the HOMO-LUMO gap at 5.77 eV. The value obtained for the HOMO energy is -8.06 eV. As for the net charge: 0.

CARTESIAN COORDINATES (ANGSTROEM)
1 O -3.0358 -14.3983 -11.8072
2 V -4.1824 -14.4460 -10.6960
3 O -5.1670 -15.6409 -11.1096
4 C -3.7641 -18.9612 -8.8625
5 C -3.7715 -17.8298 -7.7369
6 C -3.4480 -18.6063 -6.4518
7 C -3.1782 -17.7775 -5.2170
8 C -1.9954 -16.8187 -5.5099
9 C -2.1986 -15.9906 -6.8327
10 N -2.6373 -16.8507 -7.9669
11 O -2.7239 -16.1173 -9.2719
12 C -0.7936 -15.3386 -7.0811
13 C -3.0896 -14.7798 -6.4449
14 C -5.2067 -17.2401 -7.5510
15 H -3.7825 -18.5609 -9.8762
16 H -4.7368 -19.4378 -8.7415
17 H -2.9544 -19.6909 -8.8578
18 H -2.6164 -19.3059 -6.5362
19 H -4.2738 -19.2679 -6.1903
20 H -2.8827 -18.3906 -4.3657
21 H -4.0407 -17.1808 -4.9202
22 H -1.1269 -17.4700 -5.6080
23 H -1.8635 -16.3019 -4.5594
24 H -0.1310 -16.0661 -7.5498
25 H -0.1598 -14.9404 -6.2887
26 H -0.8054 -14.6198 -7.9004
27 H -2.7336 -14.3797 -5.4955
28 H -4.1115 -15.0276 -6.1578
29 H -3.1565 -13.9750 -7.1769
30 H -5.9893 -17.9883 -7.6770
31 H -5.3826 -16.5480 -8.3745
32 H -5.3949 -16.7240 -6.6096
33 O -9.0231 -17.1486 -7.1874
34 H -8.3445 -17.2806 -7.8494
35 H -8.8240 -17.7928 -6.5079
36 O 2.2296 -13.8187 -6.0104
37 H 2.4752 -14.3390 -6.7754
38 H 2.9652 -13.2200 -5.8812
39 O -5.1960 -12.4125 -6.1196
40 H -6.1065 -12.1684 -6.2857
41 H -4.6830 -11.7925 -6.6379
42 O -1.4638 -13.4955 -2.7845
43 H -2.3882 -13.3759 -3.0027
44 H -1.0118 -13.4600 -3.6275
45 O -2.4214 -20.4718 -11.7067
46 H -3.3234 -20.3782 -11.4004
47 H -1.9543 -19.7394 -11.3047
48 O -0.7939 -18.3735 -10.8289
49 H -0.7322 -17.4989 -11.2128
50 H -0.7532 -18.2244 -9.8843
51 O 2.4749 -14.9945 -8.4080
52 H 2.9336 -15.7000 -8.8642
53 H 1.7131 -14.8092 -8.9570
54 O -0.3224 -12.5933 -5.0140
55 H -1.1982 -12.5929 -5.4002
56 H 0.2071 -13.1110 -5.6205
57 O -4.6395 -18.2209 -12.7086
58 H -3.7328 -17.9444 -12.5759
59 H -4.8854 -17.8410 -13.5520
60 O -5.0954 -20.4003 -11.2155
61 H -5.7379 -20.1045 -10.5706
62 H -5.0682 -19.6988 -11.8662
63 O -0.4296 -18.7445 -8.1464
64 H -0.9142 -19.5083 -7.8335
65 H -0.9128 -17.9948 -7.7990
66 O -0.0791 -15.1344 -10.4445
67 H -0.8566 -15.3264 -9.9201
68 H -0.2116 -14.2372 -10.7505
69 O -5.8003 -13.9006 -8.9813
70 H -6.7202 -13.9752 -9.2353
71 H -5.8256 -13.6779 -8.0507
72 O -3.4492 -12.5483 -9.6783
73 H -2.7903 -11.8816 -9.4843
74 H -4.2858 -12.1161 -9.5067
75 O 1.4893 -14.5090 -3.4329
76 H 1.6768 -14.2167 -4.3248
77 H 1.7184 -15.4384 -3.4317
78 O -3.9214 -12.5696 -3.5438
79 H -4.6951 -12.9382 -3.1175
80 H -4.2208 -12.3331 -4.4216
81 O -1.1664 -18.0122 -1.8160
82 H -2.0714 -17.7433 -1.9741
83 H -0.7109 -17.2010 -1.5910
84 O -2.4103 -22.1090 -5.0732
85 H -1.6674 -22.1329 -5.6763
86 H -2.8465 -21.2783 -5.2627
87 O -6.5940 -15.7769 -4.3800
88 H -6.1946 -15.5425 -3.5423
89 H -6.2083 -16.6246 -4.6009

Atom charges from the Löwdin analysis, given in e for atoms 1 to 4: O -0.321; V 0.962; O -0.324; C -0.010